Below is C30H42AsIN5O5SSr as an isolated structure at a distorted geometry, with properties calculated with ωB97M-V with the def2-TZVPD basis set.

ΔE to the lowest compared entry with this formula, charge and spin: 66.48 kcal per mole
Net charge: -1

Each line ends with the Löwdin charge.
CARTESIAN COORDINATES (ANGSTROEM)
Sr1 -0.92327 -0.79037 0.24069  1.379
C1 1.47393 -1.31067 -3.61826  -0.228
C2 2.54091 -0.31520 -3.15156  -0.208
N1 2.57851 0.09195 -1.75421  -0.042
C3 3.20144 -0.82554 -0.82658  -0.164
C4 2.49502 -2.15020 -0.59190  -0.257
C5 3.17392 -3.35017 -0.43196  -0.016
C6 2.45097 -4.50706 -0.20872  -0.051
C7 1.06330 -4.45187 -0.20153  -0.033
C8 0.46860 -3.22180 -0.40990  -0.265
C9 -1.10602 -3.14319 -0.53179  -0.229
N2 -1.53072 -2.17804 -1.60505  -0.172
C10 -1.30371 -2.69375 -2.94588  -0.201
C11 -0.95849 -1.56546 -3.91509  -0.210
N3 0.14778 -0.74509 -3.44923  -0.066
N4 1.16760 -2.08635 -0.56495  0.079
H1 1.69320 -1.55918 -4.67271  0.113
H2 1.53780 -2.24403 -3.05672  0.097
H3 3.52705 -0.71751 -3.40475  0.112
H4 2.41287 0.59568 -3.74880  0.107
H5 1.66469 0.39323 -1.43406  0.076
H6 4.22229 -1.02898 -1.16344  0.115
H7 3.26948 -0.32158 0.14263  0.115
H8 4.25506 -3.36515 -0.48771  0.112
H9 2.96385 -5.45054 -0.06485  0.108
H10 0.45521 -5.33094 -0.04057  0.118
H11 -1.52182 -4.14413 -0.63032  0.132
H12 -1.49105 -2.78689 0.44752  0.005
H13 -2.50840 -1.93192 -1.36617  0.103
H14 -0.46629 -3.39517 -2.90544  0.111
H15 -2.16734 -3.25213 -3.32197  0.121
H16 -0.75898 -2.01177 -4.90384  0.111
H17 -1.82924 -0.91334 -4.01400  0.122
H18 0.10544 0.15956 -3.90075  0.099
O1 -3.48095 -3.28266 1.40883  -0.362
S1 -3.34098 -1.86158 1.69164  0.306
O2 -4.26497 -1.33099 2.65498  -0.326
O3 -1.86824 -1.61280 2.19231  -0.630
O4 -3.32290 -1.03996 0.38892  -0.532
C12 2.37685 0.07135 3.96560  -0.344
As1 1.06160 0.73274 2.69375  1.047
C13 -0.50275 0.63907 3.89859  -0.303
C14 1.40095 2.61872 3.02153  -0.331
H19 2.12294 0.42685 4.96539  0.020
H20 3.36519 0.44214 3.68793  0.016
H21 2.40292 -1.01755 3.95814  -0.009
H22 -0.26958 1.18147 4.81630  0.022
H23 -0.74954 -0.39976 4.10973  0.012
H24 -1.37407 1.07916 3.41414  0.015
H25 1.51212 2.76877 4.09683  0.021
H26 0.57046 3.21888 2.65660  -0.004
H27 2.30410 2.94741 2.50477  0.020
N5 -0.49581 -3.89617 2.82939  0.199
C15 0.82824 -3.80446 3.03495  -0.690
O5 1.50182 -2.85133 2.66694  -0.004
C16 1.48574 -4.99266 3.70312  -0.579
I1 1.56968 -4.70372 5.81270  0.769
H28 -1.02472 -3.06346 2.53726  0.047
H29 -1.01588 -4.66601 3.21469  0.113
H30 2.51237 -5.06912 3.36324  0.042
H31 0.95066 -5.92490 3.54670  0.038
C17 -1.11020 5.93120 -3.90160  -0.122
C18 -2.07422 5.49933 -2.99777  -0.095
C19 -1.90156 4.31798 -2.29398  -0.038
C20 -0.75413 3.53807 -2.46386  -0.227
C21 0.19307 3.97527 -3.39095  -0.061
C22 0.02682 5.15906 -4.09662  -0.112
C23 -0.53241 2.26093 -1.72823  -0.161
C24 -0.80492 1.92669 -0.45515  -0.164
C25 -1.37082 2.91640 0.46721  -0.315
C26 -2.56289 2.63122 1.15099  -0.061
C27 -3.15054 3.55590 2.00321  -0.097
C28 -2.54859 4.78719 2.22980  -0.121
C29 -1.34633 5.07481 1.59068  -0.114
C30 -0.77170 4.16042 0.72487  -0.094
H32 -1.24649 6.85646 -4.44819  0.087
H33 -2.97036 6.08766 -2.83832  0.095
H34 -2.66332 3.98695 -1.60052  0.115
H35 1.08593 3.37601 -3.54395  0.101
H36 0.78814 5.47957 -4.79873  0.090
H37 -0.04282 1.52177 -2.36640  0.034
H38 -3.03071 1.66075 1.01147  0.099
H39 -4.08083 3.30566 2.49990  0.099
H40 -3.00146 5.50774 2.90006  0.085
H41 -0.85286 6.02367 1.77207  0.093
H42 0.16439 4.39744 0.23087  0.117

Forces on the atoms, in the same order (eV/Å):
1.4 4.8 0.6
-0.1 0.0 0.0
0.1 0.1 0.1
0.0 -0.2 -0.2
0.0 0.0 0.0
0.0 0.3 0.0
0.1 0.1 0.0
-0.1 -0.1 0.1
0.4 0.0 0.0
-1.3 0.0 -0.6
1.0 -0.1 -0.1
-0.3 -1.7 0.9
0.1 0.3 0.0
0.0 0.1 0.0
0.0 -0.1 -0.1
-0.4 -0.9 0.0
0.0 0.0 0.0
0.0 0.0 0.0
0.0 0.0 0.0
0.0 0.0 0.0
0.0 0.1 0.1
0.0 0.0 0.0
0.0 0.0 0.0
0.0 0.0 0.0
0.0 0.0 0.0
0.0 0.0 -0.1
0.0 -0.1 -0.1
-0.2 -1.4 -0.7
0.3 -0.3 -0.5
0.0 0.0 0.0
0.0 0.0 -0.1
-0.1 0.0 0.0
0.0 0.0 0.0
0.0 0.0 0.0
0.0 -0.2 -0.1
1.1 1.5 -0.3
-0.3 0.0 0.0
-1.2 -0.8 0.2
-0.4 -1.0 0.8
0.2 -0.2 0.1
-0.6 -0.2 0.1
0.2 -0.1 -0.2
0.1 0.3 -0.1
0.1 0.0 0.0
0.0 0.0 0.0
-0.1 0.0 0.0
0.0 0.0 0.0
0.0 0.0 0.0
0.0 0.1 0.0
0.0 0.0 0.0
-0.1 -0.1 0.0
0.0 0.0 0.0
0.3 -0.4 0.2
-0.3 0.2 -0.3
0.1 0.0 0.0
0.1 -0.1 0.0
0.0 0.0 0.1
-0.3 0.3 0.1
0.0 0.0 0.0
0.0 0.0 0.0
0.0 0.0 0.0
0.0 0.0 0.0
0.0 0.0 0.0
0.0 0.0 0.0
-0.1 -0.1 0.2
0.0 0.0 0.0
0.0 0.0 0.0
0.1 0.1 -0.2
0.1 -0.3 0.0
-0.2 0.2 -0.1
0.0 -0.1 0.1
0.0 0.0 0.0
0.0 0.0 0.0
0.0 0.0 0.1
0.1 -0.1 0.0
0.0 0.0 0.0
0.0 0.0 0.0
0.0 0.0 0.0
0.0 0.0 0.0
0.0 0.0 0.0
0.0 0.0 0.1
0.0 0.0 0.0
0.0 0.0 0.0
0.0 0.0 0.0
0.0 0.0 0.0
0.0 0.0 0.0

***

Below is an isolated ion of composition C12H25FN3O2S and charge +1 at a distorted geometry, with properties calculated with ωB97M-V with the def2-TZVPD basis set.

E_tot: -1284.5065 a.u.
Net charge: +1
SMILES string: CCCCCCCCCN1C(N)=[NH+][C@@H](F)O[C@@]1(O)S

Each line ends with the Löwdin charge.
CARTESIAN COORDINATES (ANGSTROEM)
C1 -1.60568 -6.09866 -0.41311  -0.152
C2 -2.60012 -4.78495 -0.14994  -0.265
C3 -2.21718 -4.06295 1.27108  -0.221
C4 -1.18329 -2.80809 0.98732  -0.224
C5 -1.95214 -1.39659 1.44901  -0.199
C6 -1.09440 -0.18080 0.76209  -0.223
C7 -0.40656 0.87196 1.81066  -0.220
C8 -0.48008 2.44858 1.37564  -0.187
C9 -0.06241 2.77445 -0.17631  -0.163
N1 1.31809 3.34238 -0.38284  0.031
C10 1.52516 3.89676 -1.78837  -0.086
N2 0.48706 4.33644 -2.62070  0.160
N3 2.90650 3.98922 -2.47455  0.157
C11 3.52160 2.61580 -2.13008  -0.218
F1 4.81948 2.45442 -2.85461  -0.005
O1 3.72634 2.65137 -0.67664  -0.074
C12 2.43433 2.43248 0.05659  -0.673
O2 2.15776 0.97969 -0.11782  -0.073
S1 2.94945 2.68097 1.88242  0.830
H1 -1.98866 -6.61390 -1.39828  0.073
H2 -1.68570 -6.89529 0.45388  0.082
H3 -0.49205 -5.78336 -0.60285  0.076
H4 -2.48969 -4.11000 -1.09966  0.099
H5 -3.74189 -5.13125 -0.12549  0.114
H6 -3.16417 -3.58393 1.80601  0.111
H7 -1.67102 -4.85263 1.96183  0.115
H8 -0.87909 -2.76138 -0.15562  0.108
H9 -0.19432 -2.86836 1.61218  0.110
H10 -2.99874 -1.42746 0.87531  0.124
H11 -2.06357 -1.29498 2.60947  0.119
H12 -1.73645 0.46882 0.00433  0.112
H13 -0.20499 -0.64283 0.11524  0.105
H14 0.70814 0.61490 2.10944  0.091
H15 -1.02618 0.77875 2.82739  0.124
H16 -1.61946 2.77424 1.52627  0.133
H17 0.11301 3.09927 2.18204  0.109
H18 -0.90563 3.53024 -0.55906  0.138
H19 -0.16630 1.84009 -0.91214  0.145
H20 0.41328 3.99132 -3.61840  0.166
H21 -0.25720 4.94867 -2.21523  0.147
H22 2.80244 4.04323 -3.51109  0.146
H23 2.80434 1.77635 -2.51679  0.190
H24 2.92794 0.51173 0.35183  0.138
H25 3.27203 1.44530 2.46956  -0.072

Forces on the atoms, in the same order (eV/Å):
-0.9 0.0 -0.5
-0.1 -1.1 0.2
0.7 0.5 -0.6
-0.5 0.4 0.9
0.5 -0.4 -2.3
1.0 0.8 -0.4
-0.3 0.1 1.2
-0.7 -0.1 1.0
-2.8 -0.5 -0.4
1.5 0.4 -4.6
1.2 -0.5 -1.0
1.0 -0.4 1.9
-3.2 -3.4 2.2
1.4 0.0 -0.2
-3.9 0.8 2.5
-2.2 0.1 -2.2
2.8 -3.0 0.7
0.8 2.0 0.5
-0.3 0.6 -0.3
0.8 0.9 1.9
0.3 1.8 -1.7
-2.2 -0.5 0.6
-0.2 -0.9 2.0
2.6 0.6 0.0
2.0 -1.4 -1.1
-1.4 1.6 -1.3
-0.8 0.0 2.4
-1.8 -0.1 -1.2
2.1 0.1 1.7
0.2 -0.2 -2.3
1.0 -1.5 1.6
-2.0 0.9 1.3
-2.3 0.3 -0.8
1.4 0.4 -2.1
2.5 -0.7 -0.7
-1.1 -1.4 -2.1
2.3 -1.4 0.8
0.2 1.8 2.0
0.5 1.1 1.7
0.6 -1.3 -0.6
-0.2 0.4 0.9
1.8 1.2 1.0
-1.6 1.1 -1.1
-0.6 0.7 -1.4

***

Below is a 3-piece molecular cluster, C23H37F5N3O3 overall at a distorted geometry, with properties calculated with ωB97M-V with the def2-TZVPD basis set.

E_tot: -1787.6298 a.u.
Net charge: +1

Each line ends with the Löwdin charge.
CARTESIAN COORDINATES (ANGSTROEM)
C1 3.52751 -0.93905 2.00002  -0.062
C2 2.25990 -0.18450 1.62945  -0.200
N1 2.53487 1.05376 0.83294  -0.074
C3 1.89206 2.22935 1.39760  -0.173
C4 2.42812 3.51407 0.73718  -0.050
N2 1.36829 4.39728 0.19951  -0.081
C5 0.35383 4.77152 0.96703  0.057
C6 -0.66075 5.59832 0.48150  -0.151
C7 -1.82613 5.97529 1.35411  -0.122
C8 -2.65886 4.75513 1.77617  -0.152
C9 -3.32632 4.05340 0.57891  -0.076
C10 -4.73747 3.61516 0.91426  -0.432
F1 -4.71008 2.85518 2.03943  0.123
F2 -5.50292 4.69836 1.19234  0.124
C11 -5.44917 2.79346 -0.22366  -0.513
F3 -5.91533 1.62824 0.24200  0.176
F4 -6.45065 3.48820 -0.76215  0.181
F5 -4.55778 2.51844 -1.20880  0.134
C12 -0.50775 6.00854 -0.83009  0.068
C13 0.61086 5.56894 -1.54878  -0.034
N3 1.52792 4.77297 -1.04903  0.152
C14 2.30023 0.78865 -0.54277  -0.485
C15 1.21988 1.52538 -1.31247  0.014
O1 2.94886 -0.05785 -1.09308  0.121
H1 3.88550 -1.56919 1.18687  0.078
H2 4.29900 -0.22066 2.28456  0.079
H3 3.31855 -1.58146 2.86008  0.072
H4 1.73438 0.11180 2.54334  0.119
H5 1.56344 -0.81887 1.07361  0.107
H6 0.79288 2.18281 1.35590  0.116
H7 2.17616 2.24588 2.45185  0.131
H8 2.98944 4.11796 1.45314  0.144
H9 3.08699 3.29475 -0.10065  0.136
H10 0.36676 4.40241 1.98760  0.163
H11 -1.43702 6.46808 2.25077  0.137
H12 -2.45542 6.68878 0.81824  0.132
H13 -3.40851 5.07760 2.49919  0.127
H14 -2.01672 4.04117 2.30258  0.117
H15 -2.76398 3.16950 0.27476  0.132
H16 -3.38410 4.71764 -0.28836  0.137
H17 -1.23271 6.66059 -1.30347  0.139
H18 0.77123 5.86670 -2.57869  0.137
H19 0.46453 2.02307 -0.70189  0.058
H20 1.69367 2.26140 -1.96875  0.085
H21 0.72701 0.78456 -1.94274  0.101
C16 0.38790 -4.33074 0.78247  -0.170
C17 1.15100 -5.47226 1.44975  -0.160
C18 2.03967 -4.71619 2.42682  -0.198
O2 1.30288 -3.55130 2.81812  -0.155
C19 0.17370 -3.38642 1.95798  -0.208
H22 -0.54160 -4.64166 0.31034  0.110
H23 1.00715 -3.86246 0.01579  0.110
H24 0.46358 -6.12739 1.98857  0.117
H25 1.72374 -6.07865 0.74988  0.108
H26 2.97570 -4.40325 1.95142  0.114
H27 2.28147 -5.28856 3.32239  0.118
H28 -0.74106 -3.63197 2.50782  0.119
H29 0.11488 -2.34017 1.64937  0.092
C20 -0.55211 -5.85612 -4.47165  -0.168
C21 0.19073 -6.99202 -3.77046  -0.166
C22 1.05771 -6.22361 -2.78206  -0.201
O3 0.31576 -5.05295 -2.42785  -0.162
C23 -0.79088 -4.89217 -3.31697  -0.208
H30 -1.47679 -6.17015 -4.95303  0.112
H31 0.08759 -5.39452 -5.22631  0.114
H32 -0.51433 -7.63447 -3.23945  0.115
H33 0.77670 -7.61329 -4.44550  0.113
H34 2.00680 -5.92179 -3.23670  0.119
H35 1.27379 -6.78712 -1.87319  0.111
H36 -1.71776 -5.13502 -2.78536  0.117
H37 -0.83644 -3.84847 -3.63172  0.114

Forces on the atoms, in the same order (eV/Å):
-0.2 -0.1 0.3
0.4 -0.1 0.2
-1.1 0.0 -0.3
0.3 -0.1 0.1
0.2 0.0 0.1
-0.1 0.0 0.1
-0.1 0.0 0.2
0.0 0.1 -0.2
0.1 -0.1 0.1
0.1 -0.1 -0.1
0.0 0.1 0.0
0.0 -0.1 0.1
0.0 0.0 -0.1
0.0 0.0 0.0
0.0 -0.3 -0.2
0.2 0.6 -0.3
0.3 -0.2 0.1
-0.3 0.1 0.3
0.1 -0.1 0.1
-0.3 0.2 -0.1
0.1 0.0 -0.1
0.3 0.1 0.2
0.0 0.1 -0.1
0.0 -0.3 -0.1
0.0 0.2 0.0
0.0 -0.1 -0.1
0.0 0.0 -0.1
0.1 0.1 -0.1
0.1 0.0 0.0
0.0 0.1 0.0
-0.1 0.0 -0.1
0.0 -0.1 -0.1
-0.1 0.0 0.1
0.0 0.0 -0.1
-0.1 0.0 -0.1
0.1 0.0 0.1
0.0 0.1 -0.1
-0.1 0.1 0.0
0.0 0.1 0.0
-0.1 0.0 0.0
0.0 0.0 0.0
0.0 0.0 0.1
0.0 -0.1 0.0
-0.1 -0.1 0.0
0.1 0.1 0.0
0.0 0.0 0.0
0.0 0.0 0.0
0.0 0.0 0.0
0.0 0.1 0.0
0.0 -0.1 -0.1
0.0 0.0 0.0
0.0 0.0 0.0
0.0 0.0 0.0
0.0 0.0 0.0
0.0 0.0 0.0
0.0 0.0 0.0
0.0 0.0 0.0
0.0 0.0 0.0
0.0 0.0 0.0
0.0 0.0 0.0
0.0 0.0 0.0
0.0 0.0 0.0
0.0 0.0 0.0
0.0 0.0 0.0
0.0 0.0 0.0
0.0 0.0 0.0
0.0 0.0 0.0
0.0 0.0 0.0
0.0 0.0 0.0
0.0 0.0 0.0
0.0 0.0 0.0